DFT (ωB97M-V/def2-TZVPD) results for a structure of composition C47H47GaN7O14.

Structure (ORCA input):
```
! wB97M-V def2-TZVPD RIJCOSX def2/J DEFGRID3
* xyz -1 1
C 0.97 1.82 0.62
C 1.28 0.37 0.68
O 1.64 -0.19 1.69
O 1.17 -0.26 -0.49
C 0.53 -1.56 -0.41
C -0.18 -1.81 -1.74
C -1.69 -2.04 -1.54
Ga -2.61 -0.50 -0.54
C -4.59 -0.86 -0.25
C -2.23 1.30 -1.48
C -1.60 1.47 -2.72
C -1.38 2.76 -3.20
N -1.71 3.90 -2.59
C -2.32 3.73 -1.41
C -2.59 2.49 -0.83
H 1.25 2.31 1.55
H -0.09 1.98 0.44
H 1.54 2.29 -0.19
H 1.28 -2.33 -0.24
H -0.18 -1.57 0.41
H 0.26 -2.68 -2.25
H 0.00 -0.95 -2.37
H -2.19 -2.30 -2.46
H -1.78 -2.90 -0.87
H -1.91 -0.40 0.93
H -4.91 -0.37 0.68
H -5.24 -0.55 -1.07
H -4.73 -1.93 -0.09
H -1.28 0.65 -3.34
H -0.87 2.86 -4.16
H -2.61 4.63 -0.88
H -3.07 2.46 0.14
C -1.50 -0.09 -9.62
C -0.50 0.60 -8.96
C -0.28 0.38 -7.61
C -1.06 -0.55 -6.95
C -2.07 -1.25 -7.59
C -2.29 -1.01 -8.94
N -0.81 -0.81 -5.52
O 0.07 -0.16 -4.98
O -1.49 -1.64 -4.98
H -1.68 0.09 -10.68
H 0.11 1.32 -9.49
H 0.50 0.92 -7.09
H -2.67 -1.96 -7.05
H -3.07 -1.55 -9.46
C 1.87 7.11 -11.24
C 0.60 6.90 -11.76
C -0.23 5.93 -11.22
C 0.24 5.18 -10.16
C 1.50 5.36 -9.63
C 2.32 6.33 -10.18
N -0.64 4.16 -9.57
O -1.74 4.00 -10.07
O -0.22 3.53 -8.62
H 2.51 7.87 -11.66
H 0.25 7.51 -12.59
H -1.22 5.77 -11.62
H 1.84 4.75 -8.80
H 3.31 6.49 -9.77
C 5.15 1.53 0.43
C 4.50 0.91 1.50
C 4.71 1.37 2.79
C 5.56 2.44 2.99
C 6.22 3.06 1.95
C 6.01 2.60 0.66
N 5.77 2.94 4.35
O 5.20 2.37 5.27
O 6.50 3.90 4.51
H 4.98 1.18 -0.57
H 3.83 0.09 1.32
H 4.20 0.89 3.62
H 6.88 3.90 2.13
H 6.51 3.08 -0.17
C -4.43 -6.06 3.87
C -3.50 -5.12 3.45
C -3.41 -4.78 2.11
C -4.26 -5.39 1.21
C -5.19 -6.33 1.60
C -5.27 -6.67 2.95
N -4.17 -5.01 -0.21
O -3.32 -4.19 -0.50
O -4.95 -5.52 -0.99
H -4.51 -6.31 4.92
H -2.85 -4.64 4.17
H -2.69 -4.04 1.78
H -5.84 -6.80 0.88
H -6.00 -7.40 3.28
C -5.77 -2.40 8.84
C -7.15 -2.48 8.79
C -7.77 -3.52 8.11
C -6.98 -4.46 7.48
C -5.60 -4.40 7.51
C -4.99 -3.36 8.19
N -7.63 -5.57 6.76
O -8.84 -5.59 6.73
O -6.91 -6.40 6.24
H -5.29 -1.60 9.38
H -7.76 -1.74 9.30
H -8.85 -3.59 8.07
H -5.00 -5.14 7.00
H -3.91 -3.29 8.22
C 7.62 2.09 7.06
C 8.90 1.79 6.61
C 9.76 1.03 7.39
C 9.31 0.57 8.62
C 8.04 0.86 9.09
C 7.20 1.63 8.30
N 10.20 -0.26 9.44
O 11.32 -0.48 9.02
O 9.78 -0.67 10.50
H 6.95 2.68 6.44
H 9.24 2.15 5.65
H 10.75 0.79 7.05
H 7.71 0.49 10.05
H 6.20 1.86 8.65
*
```

The orbital gap comes out at 5.28 eV. The calculation puts the LUMO energy at 0.60 eV. The value obtained for the HOMO energy is -4.7 eV. Its total energy is -5180.089345 Ha.